Record 1
{
  "formula": "C30H46IrNO4S2Se4Si",
  "method": "ωB97M-V/def2-TZVPD",
  "symbols": ["Ir", "Se", "Se", "Se", "Se", "S", "S", "Si", "O", "O", "O", "O", "N", "C", "C", "C", "C", "C", "C", "C", "C", "C", "C", "C", "C", "C", "C", "C", "C", "C", "C", "C", "C", "C", "C", "C", "C", "C", "C", "C", "C", "C", "C", "H", "H", "H", "H", "H", "H", "H", "H", "H", "H", "H", "H", "H", "H", "H", "H", "H", "H", "H", "H", "H", "H", "H", "H", "H", "H", "H", "H", "H", "H", "H", "H", "H", "H", "H", "H", "H", "H", "H", "H", "H", "H", "H", "H", "H", "H"],
  "xyz": [[13.479, 8.561, 10.471], [13.873, 7.982, 7.711], [13.195, 9.858, 6.824], [13.807, 11.028, 10.510], [13.888, 12.056, 8.586], [15.313, 7.576, 14.399], [11.225, 8.602, 9.612], [9.157, 8.331, 10.219], [9.009, 7.024, 11.087], [8.730, 9.631, 11.111], [8.173, 8.220, 8.974], [13.489, 6.486, 10.427], [13.813, 8.388, 12.457], [17.406, 7.884, 11.805], [6.969, 11.229, 10.595], [8.211, 4.883, 11.600], [9.210, 10.390, 15.694], [14.487, 5.450, 10.572], [8.620, 8.608, 14.002], [9.076, 8.021, 16.404], [8.466, 11.081, 10.822], [8.481, 9.390, 6.899], [9.487, 8.971, 15.241], [8.693, 6.932, 7.027], [17.704, 8.437, 9.476], [10.967, 8.765, 14.952], [10.622, 5.579, 12.097], [13.106, 8.272, 16.021], [12.959, 8.400, 13.556], [15.086, 8.096, 12.805], [13.677, 8.085, 14.762], [9.244, 11.523, 9.598], [16.388, 8.780, 9.385], [11.797, 8.737, 16.083], [6.405, 8.142, 7.458], [9.419, 5.632, 11.137], [8.878, 11.765, 12.143], [15.523, 8.490, 10.444], [11.562, 8.667, 13.666], [9.857, 5.121, 9.772], [7.930, 8.130, 7.576], [18.254, 8.012, 10.710], [16.047, 8.209, 11.731], [9.734, 6.942, 7.356], [8.795, 12.830, 12.028], [8.854, 12.489, 9.324], [6.620, 10.585, 9.805], [8.127, 10.508, 15.940], [8.258, 6.045, 7.398], [15.307, 5.531, 9.802], [9.495, 8.359, 17.349], [9.392, 11.196, 14.966], [17.919, 7.636, 12.748], [19.315, 7.837, 10.791], [18.372, 8.461, 8.613], [10.321, 11.653, 9.826], [10.089, 4.076, 9.931], [14.977, 5.437, 11.560], [8.550, 3.895, 12.005], [9.129, 5.123, 8.971], [7.571, 4.691, 10.765], [5.938, 7.368, 8.064], [9.545, 9.556, 7.093], [10.818, 4.505, 12.273], [14.020, 4.436, 10.458], [6.399, 11.027, 11.501], [7.556, 8.689, 14.317], [9.792, 10.622, 16.607], [11.461, 6.077, 11.657], [9.916, 11.521, 12.427], [7.894, 10.291, 7.112], [10.387, 6.094, 13.051], [8.443, 9.236, 5.808], [11.419, 9.123, 17.056], [10.769, 5.613, 9.439], [15.971, 9.269, 8.487], [7.981, 8.005, 16.456], [9.126, 10.852, 8.744], [8.206, 11.452, 12.936], [13.603, 7.987, 16.966], [8.658, 6.932, 5.937], [8.843, 7.559, 13.780], [10.942, 8.641, 12.752], [5.997, 9.126, 7.727], [8.736, 9.225, 13.074], [6.809, 12.278, 10.292], [6.104, 7.973, 6.411], [9.437, 7.004, 16.234], [7.622, 5.376, 12.355]],
  "mulliken_charge": [1.61, -0.07, -0.21, -0.12, -0.32, -0.50, 1.04, -0.88, -0.68, -0.19, -0.48, -0.28, 0.08, -0.61, -1.51, -1.98, -1.65, -0.79, -0.46, -1.86, 2.00, -1.83, 2.70, -1.63, -0.85, -0.49, -0.88, -0.87, -1.48, -0.16, 0.58, -1.29, -0.50, -0.71, -1.69, 2.14, -1.89, 0.27, 1.00, -1.43, 2.28, -0.68, 0.98, 0.20, 0.54, 0.63, 0.09, 0.39, 0.36, 0.18, 0.40, 0.20, 0.27, 0.40, 0.37, 0.12, 0.59, 0.24, 0.37, 0.02, 0.46, 0.31, 0.35, 0.60, 0.23, 0.33, 0.48, 0.36, -0.09, 0.29, 0.33, -0.03, 0.54, 0.25, 0.09, 0.25, 0.46, -0.08, 0.36, 0.32, 0.54, 0.03, 0.50, 0.31, -0.68, 0.42, 0.39, 0.34, 0.31],
  "total_charge": -1,
  "gap_ev": [4.51, 5.08],
  "molar_mass_g_mol": 1084.98,
  "multiplicity": 6,
  "homo_ev": [-2.2, -5.0],
  "de_lowest_kcal_mol": 0.00,
  "lumo_energy_ev": [2.4, 0.1],
  "e_tot_ha": -12322.5354
}

Record 2
{
  "formula": "C55H50CdN3O5P2SSi",
  "method": "ωB97M-V/def2-TZVPD",
  "symbols": ["Cd", "S", "P", "P", "Si", "O", "O", "O", "O", "O", "N", "N", "N", "C", "C", "C", "C", "C", "C", "C", "C", "C", "C", "C", "C", "C", "C", "C", "C", "C", "C", "C", "C", "C", "C", "C", "C", "C", "C", "C", "C", "C", "C", "C", "C", "C", "C", "C", "C", "C", "C", "C", "C", "C", "C", "C", "C", "C", "C", "C", "C", "C", "C", "C", "C", "C", "C", "C", "H", "H", "H", "H", "H", "H", "H", "H", "H", "H", "H", "H", "H", "H", "H", "H", "H", "H", "H", "H", "H", "H", "H", "H", "H", "H", "H", "H", "H", "H", "H", "H", "H", "H", "H", "H", "H", "H", "H", "H", "H", "H", "H", "H", "H", "H", "H", "H", "H", "H"],
  "xyz": [[-1.349, -0.579, -0.049], [-0.217, -1.782, 2.618], [-0.293, 2.295, -0.779], [2.674, -0.545, -0.299], [-3.881, -0.674, -0.267], [-0.352, -2.797, -0.221], [0.117, -0.618, 1.734], [-2.618, -4.247, -0.886], [0.966, -2.301, 3.266], [2.532, 2.385, 0.255], [-1.186, -2.784, 1.932], [-0.646, -1.672, -2.132], [-2.072, -3.627, -1.854], [-1.249, -1.066, 3.871], [4.509, -3.100, 3.071], [-0.024, -5.371, -1.574], [-3.244, 3.618, 2.512], [-0.863, 3.268, -4.718], [-1.555, 2.819, 0.447], [-3.338, -0.127, 4.568], [-0.681, -0.722, 5.085], [-4.819, 0.856, 0.343], [-0.324, 3.192, -3.442], [5.925, 2.647, -1.153], [-2.576, -0.766, 3.606], [-0.665, -1.647, -3.431], [3.023, -1.428, -1.875], [-2.875, 2.222, -3.934], [3.516, -2.452, -4.430], [-0.699, -3.566, 0.904], [4.080, -3.052, -3.316], [0.784, 3.776, -0.512], [3.838, -2.541, -2.047], [2.434, -0.853, -3.002], [-1.455, -0.073, 6.041], [-4.602, -2.160, 0.642], [-0.501, -4.206, -2.293], [-2.206, 2.734, 2.768], [-2.141, 2.785, -4.967], [-3.632, 0.916, 6.837], [4.011, 0.719, -0.511], [-2.789, 0.230, 5.798], [2.068, 6.001, 0.597], [-0.830, -2.925, -1.529], [-1.060, 2.637, -2.396], [2.689, -1.349, -4.270], [0.913, 6.176, -0.165], [-0.489, -2.791, -4.255], [4.780, -1.741, 2.997], [2.001, 3.645, 0.134], [-2.605, 3.699, 0.196], [3.748, 2.074, -0.316], [-0.066, -5.663, -0.259], [0.272, 5.066, -0.681], [3.703, -3.689, 2.111], [-0.201, -3.990, -3.657], [2.604, 4.737, 0.755], [4.687, 3.040, -0.672], [3.170, -2.934, 1.078], [-4.307, -0.946, -2.090], [-1.368, 2.330, 1.739], [-2.337, 2.144, -2.658], [-3.445, 4.095, 1.224], [-0.468, -4.882, 0.900], [6.242, 1.302, -1.274], [3.473, -1.578, 0.970], [4.268, -0.989, 1.952], [5.280, 0.358, -0.961], [4.465, 4.093, -0.591], [5.392, -1.264, 3.752], [-2.056, 2.333, 3.762], [-4.376, 0.104, 4.354], [0.275, -4.784, -4.221], [-0.574, 1.616, 1.944], [0.355, -0.969, 5.273], [-3.706, -0.344, -2.774], [2.546, 6.847, 1.073], [-2.559, 2.840, -5.964], [5.499, -0.693, -1.092], [-1.011, 0.197, 6.992], [-4.166, 1.767, 6.412], [-0.279, 3.700, -5.520], [-0.671, 5.191, -1.198], [4.713, -3.923, -3.431], [2.506, -3.404, 0.363], [-2.999, -1.040, 2.651], [-4.668, 1.005, 1.415], [-2.781, 4.065, -0.809], [1.761, -0.012, -2.877], [-5.678, -2.186, 0.438], [4.494, 0.069, 1.902], [-5.364, -0.731, -2.272], [4.299, -3.012, -1.189], [-4.381, 0.235, 7.246], [4.910, -3.693, 3.883], [-4.115, -1.991, -2.340], [6.646, 3.407, -1.427], [0.676, 3.567, -3.261], [-4.523, 1.783, -0.151], [-3.023, 1.278, 7.665], [-3.907, 3.922, 3.312], [-0.339, -2.635, -5.315], [2.222, -0.888, -5.130], [-3.866, 1.824, -4.117], [-0.654, -0.664, -3.900], [0.353, -6.155, -2.226], [-4.141, -3.072, 0.259], [-5.890, 0.710, 0.170], [-4.268, 4.768, 1.016], [-2.911, 1.678, -1.863], [-4.466, -2.139, 1.722], [3.468, -4.743, 2.174], [3.701, -2.854, -5.418], [7.214, 0.993, -1.634], [-0.664, -5.409, 1.823], [3.485, 4.577, 1.362], [0.491, 7.161, -0.308], [0.287, -6.660, -0.008]],
  "mulliken_charge": [4.25, 1.66, 1.41, 1.52, 0.57, 1.62, -0.66, -0.69, -0.83, -0.18, -0.56, -0.30, 0.16, -0.88, -0.82, -0.95, -0.76, -0.72, 0.90, -0.54, -0.75, -1.14, -0.85, -0.87, 0.22, -0.66, 0.55, -0.92, -0.68, -0.39, -0.74, 0.77, -0.19, -0.60, -0.88, -1.22, -0.11, -0.52, -0.73, -1.53, -0.20, 1.01, -0.51, 1.27, 0.05, -0.51, -1.08, -1.52, -0.62, -1.09, -0.54, 0.95, -0.90, -0.19, -0.76, -0.43, -0.28, -0.90, -0.16, -1.08, -0.51, -0.39, -0.63, -0.89, -0.99, 0.14, -0.84, -0.32, 0.58, 0.41, 0.54, 0.42, 0.38, 0.11, 0.53, 0.04, 0.41, 0.38, 0.42, 0.33, 0.30, 0.43, 0.30, 0.42, 0.46, -0.30, 0.12, 0.28, 0.08, 0.49, 0.33, 0.45, 0.45, 0.33, 0.36, 0.35, 0.38, 0.39, 0.30, 0.37, 0.37, 0.40, 0.47, 0.48, 0.40, 0.30, 0.17, 0.53, 0.40, 0.31, 0.36, 0.41, 0.35, 0.43, 0.44, 0.64, 0.43, 0.30],
  "total_charge": -1,
  "gap_ev": 5.70,
  "molar_mass_g_mol": 1067.53,
  "multiplicity": 1,
  "homo_ev": -3.5,
  "de_lowest_kcal_mol": 121.17,
  "lumo_energy_ev": 2.2,
  "e_tot_ha": -4204.3833
}

Record 3
{
  "formula": "C4H21NO9",
  "method": "ωB97M-V/def2-TZVPD",
  "symbols": ["O", "O", "O", "O", "O", "O", "O", "O", "O", "N", "C", "C", "C", "C", "H", "H", "H", "H", "H", "H", "H", "H", "H", "H", "H", "H", "H", "H", "H", "H", "H", "H", "H", "H", "H"],
  "xyz": [[3.392, 1.247, 0.391], [2.118, 0.425, 3.672], [0.873, -1.134, 1.717], [-3.202, -0.813, 1.228], [-0.299, 1.264, 0.903], [0.251, -3.378, 0.121], [3.051, -1.329, -0.423], [0.004, -0.273, -2.762], [-2.617, -0.319, -1.687], [-2.230, 1.576, -0.208], [-2.977, 0.970, -1.304], [-0.861, 1.464, -0.165], [0.746, 0.481, -1.803], [0.007, 1.747, -1.363], [1.522, 1.155, 3.507], [0.738, 2.468, -1.015], [1.052, -0.250, -1.056], [-0.162, -3.102, -0.703], [-2.872, 1.617, -2.156], [3.421, 1.404, 1.341], [-4.019, 1.003, -0.981], [3.093, -1.730, 0.435], [1.191, -3.321, -0.033], [-0.934, -0.326, -2.561], [2.471, 1.080, 0.207], [0.515, -0.280, 1.483], [-2.535, -0.422, 1.804], [1.628, 0.829, -2.343], [-2.623, 1.345, 0.692], [-0.568, 2.159, -2.190], [0.460, -1.948, 1.401], [1.644, -0.393, 3.451], [-3.287, -1.736, 1.485], [3.645, -0.588, -0.177], [-2.633, -0.892, -0.911]],
  "mulliken_charge": [-0.72, -0.63, -0.60, -0.63, -0.78, -0.70, -0.62, -0.64, -0.53, -0.19, -0.65, 0.53, -0.08, -0.71, 0.30, 0.46, 0.10, 0.33, 0.37, 0.33, 0.40, 0.28, 0.32, 0.43, 0.33, 0.45, 0.30, 0.32, 0.36, 0.34, 0.28, 0.31, 0.30, 0.34, 0.31],
  "total_charge": 0,
  "gap_ev": 10.19,
  "molar_mass_g_mol": 227.21,
  "smiles": "O=C(CCO)NCO.O.O.O.O.O.O",
  "multiplicity": 1,
  "homo_ev": -10.2,
  "de_lowest_kcal_mol": 34.58,
  "lumo_energy_ev": 0.0,
  "e_tot_ha": -896.9316
}